C46H88Cl2N3O14PS | the ωB97M-V functional and the def2-TZVPD basis

```
155
Properties=species:S:1:pos:R:3:forces:R:3:mulliken_charge:R:1
C -6.14955 2.54104 -0.86829 0.902 -0.348 0.072 -0.434
C -5.11298 1.99310 -0.57808 -0.785 0.319 -0.146 -1.122
C -3.89529 1.32708 -0.22613 0.054 0.283 -0.186 2.560
C -2.65474 1.79741 -0.76334 -0.706 -0.067 0.109 -1.162
C -2.64451 2.98193 -1.63610 0.124 -0.013 0.034 0.120
Cl -2.71816 4.49872 -0.79460 -0.002 0.148 0.052 -0.242
C -2.54791 2.98191 -2.95628 -0.066 0.218 -0.008 0.477
C -2.50974 4.19861 -3.82022 -0.034 0.109 -0.068 -1.180
Cl -2.46285 1.46241 -3.77224 -0.058 -0.216 -0.201 -0.209
C -1.49737 1.16585 -0.44177 0.457 -0.051 0.037 -0.038
O -0.31996 1.63442 -0.91184 0.079 0.134 -0.136 -0.151
C 0.32770 0.80358 -1.89923 0.165 0.105 0.129 -0.722
C 1.07088 1.68150 -2.89833 0.257 -0.542 -0.304 -0.818
C 2.59270 1.63313 -2.70821 -0.620 0.321 0.222 -0.493
C 2.98548 2.36519 -1.42274 -0.011 -0.341 -0.360 -0.898
C -1.52145 0.05118 0.43389 -0.007 -0.081 0.111 0.364
N -0.35564 -0.54223 0.78114 0.013 0.169 -0.193 -0.262
C -0.42017 -1.55983 1.58544 0.120 -0.052 0.160 0.344
P 1.20989 -2.30232 1.89992 0.388 -0.710 -0.366 0.206
S 1.42560 -4.18933 1.48155 -0.113 0.076 0.151 -0.396
C -1.65435 -2.07107 2.09910 0.180 -0.285 0.090 0.104
C -1.71170 -3.24772 3.02188 -0.165 -0.059 0.228 -1.540
C -1.19506 -2.98182 4.45088 -0.447 -0.102 -0.272 -0.461
C -1.73186 -1.68095 5.04101 0.261 0.408 0.302 -0.437
N -0.90197 -0.47899 4.84102 -0.189 -0.147 -0.327 -0.605
N -2.78163 -1.51008 1.77218 -0.100 0.330 -0.075 -0.306
C -2.73703 -0.42600 0.95121 0.003 -0.041 0.003 0.588
C -3.93654 0.23933 0.60857 -0.241 -0.066 0.059 -0.322
O -5.13680 -0.20358 1.05307 0.016 0.073 -0.117 -0.444
C -5.39377 -0.01759 2.44823 -0.174 -0.222 0.445 -0.076
C -6.89886 0.05437 2.66463 0.152 -0.206 0.200 -1.121
H -7.01787 3.07516 -1.17548 -0.062 0.078 0.090 0.777
H -2.63305 3.94165 -4.86669 0.007 -0.072 -0.056 0.474
H -1.56454 4.72823 -3.70144 0.079 -0.004 0.018 0.252
H -3.30335 4.88786 -3.53819 -0.051 0.041 0.044 0.063
H 1.02811 0.14978 -1.38040 0.024 -0.103 0.063 0.335
H -0.41688 0.17844 -2.39219 -0.084 0.064 0.046 0.753
H 0.71614 2.70876 -2.83324 -0.119 0.073 0.072 0.286
H 0.82852 1.32081 -3.90013 -0.036 0.060 -0.066 0.335
H 2.88739 0.58438 -2.65031 0.199 -0.054 -0.119 0.308
H 3.06260 2.06888 -3.58777 0.211 0.052 0.037 0.250
H 2.71979 1.75609 -0.55860 0.033 0.045 0.145 0.275
H 2.43311 3.29894 -1.34598 0.143 0.195 0.048 0.121
H 4.05392 2.56712 -1.40186 0.057 0.083 0.158 0.394
H 1.57191 -1.94560 3.20732 -0.091 0.144 0.102 0.029
H 2.03196 -1.48176 1.12251 -0.104 0.293 0.081 0.066
H -1.21439 -4.10173 2.56458 0.171 -0.025 0.061 0.496
H -2.76416 -3.50480 3.12811 -0.093 0.029 -0.180 0.374
H -0.10833 -3.04376 4.51401 0.096 0.089 0.075 0.297
H -1.59670 -3.79351 5.05646 0.215 -0.171 0.065 0.426
H -1.87300 -1.80153 6.11549 0.042 -0.108 0.066 0.362
H -2.72053 -1.46824 4.63320 -0.099 -0.069 -0.029 0.074
H -1.24554 0.06934 4.06290 0.046 0.042 -0.005 0.315
H 0.05522 -0.72432 4.62537 0.072 0.002 0.119 0.249
H -4.97298 -0.85397 3.00744 0.084 -0.105 -0.135 0.100
H -4.89717 0.88173 2.81781 0.043 0.152 -0.204 0.398
H -7.16784 -0.58949 3.50073 -0.112 0.071 0.102 0.374
H -7.42420 -0.32418 1.79168 -0.013 0.097 -0.132 0.111
H -7.22885 1.06429 2.88885 -0.106 0.072 -0.138 0.339
C -8.53997 5.17434 -2.77265 0.006 0.014 0.006 -0.858
O -7.45649 5.36414 -1.87958 -0.124 -0.012 -0.039 -0.400
C -6.26187 5.79451 -2.51372 0.100 -0.159 0.148 0.163
C -6.03301 7.27794 -2.34253 0.025 0.106 -0.129 -0.609
O -7.01560 8.04717 -3.01560 -0.062 -0.054 0.033 -0.382
C -8.02008 8.55866 -2.15901 0.025 0.027 -0.036 -0.648
H -9.43764 5.03614 -2.17220 0.015 -0.017 0.022 0.245
H -8.67810 6.03802 -3.42677 0.002 0.000 -0.010 0.420
H -8.38569 4.28065 -3.38823 0.002 0.023 -0.036 0.341
H -6.27826 5.53601 -3.57750 -0.018 0.019 -0.023 0.349
H -5.43423 5.25191 -2.04404 0.013 0.003 -0.017 -0.141
H -5.06074 7.53614 -2.77444 0.006 -0.016 0.023 0.331
H -6.00749 7.53154 -1.27831 -0.005 -0.015 0.023 0.362
H -7.62620 9.37330 -1.54185 -0.010 -0.023 0.041 0.320
H -8.43060 7.78187 -1.50959 -0.002 0.001 0.014 0.272
H -8.81548 8.95247 -2.78931 0.018 0.013 -0.019 0.239
C 4.45190 -7.92710 -2.17977 0.004 0.026 -0.012 -0.730
O 4.72595 -6.69751 -1.53754 -0.028 -0.077 0.020 -0.401
C 3.77351 -6.35275 -0.54019 0.172 0.166 -0.087 -0.420
C 4.29420 -6.64653 0.84813 -0.167 -0.129 0.131 -0.240
O 4.46582 -8.04125 1.06177 0.067 0.008 -0.066 -0.384
C 5.80814 -8.46847 0.94705 0.016 -0.025 0.052 -0.498
H 5.32754 -8.18935 -2.77167 0.002 0.030 -0.013 0.247
H 4.25770 -8.72496 -1.45869 -0.008 -0.007 -0.001 0.320
H 3.59012 -7.83328 -2.85004 -0.019 -0.029 0.017 0.324
H 2.82906 -6.87867 -0.70901 -0.008 -0.032 0.014 0.328
H 3.58104 -5.27992 -0.62557 -0.031 -0.008 0.022 0.301
H 3.56771 -6.28931 1.58257 0.010 0.027 -0.009 0.268
H 5.23568 -6.11411 1.01723 0.024 0.007 -0.032 0.255
H 6.39700 -8.13758 1.81091 0.036 0.027 -0.032 0.068
H 6.27751 -8.09691 0.03295 0.000 0.016 -0.003 0.327
H 5.80808 -9.55743 0.92633 -0.040 -0.002 0.022 0.282
C -8.47184 -2.69286 0.53227 0.071 0.037 0.030 -0.789
O -8.97596 -1.65602 -0.28843 -0.078 -0.079 0.020 -0.357
C -8.62571 -1.79366 -1.65553 0.018 0.172 0.070 -0.387
C -9.76847 -2.34609 -2.47651 0.021 -0.127 -0.103 -0.650
O -10.08602 -3.67968 -2.11360 -0.003 0.025 0.072 -0.366
C -11.22083 -3.78399 -1.27484 0.013 -0.025 -0.033 -0.684
H -8.94595 -2.59697 1.50819 0.001 0.040 0.001 0.262
H -8.69653 -3.68210 0.12612 0.001 0.007 -0.030 0.438
H -7.38766 -2.58938 0.65535 0.007 -0.065 -0.004 0.254
H -7.74387 -2.43235 -1.76303 0.008 -0.023 -0.006 0.347
H -8.36777 -0.79801 -2.02986 0.014 -0.015 -0.012 0.372
H -9.47459 -2.35414 -3.53078 -0.001 0.020 0.006 0.380
H -10.64730 -1.70152 -2.37519 -0.010 0.017 0.017 0.330
H -12.13973 -3.58656 -1.83788 -0.012 0.036 0.027 0.326
H -11.16193 -3.09471 -0.42919 -0.011 0.008 0.004 0.288
H -11.25536 -4.80530 -0.89937 0.006 -0.013 -0.026 0.243
C 6.30134 1.35611 -3.51000 -0.049 -0.002 0.040 -0.830
O 5.69765 2.29569 -4.38044 0.107 -0.019 -0.007 -0.327
C 6.26327 3.59292 -4.28019 -0.213 -0.005 -0.042 -0.392
C 7.22080 3.88020 -5.41424 0.161 0.055 0.025 -0.658
O 8.36867 3.05024 -5.36046 -0.053 -0.057 0.011 -0.369
C 8.32381 1.96010 -6.26249 0.033 0.024 0.008 -0.679
H 5.94903 0.36532 -3.79197 -0.052 0.024 -0.026 0.243
H 7.39092 1.38072 -3.58449 0.007 0.001 0.003 0.447
H 6.00688 1.55120 -2.47268 0.054 -0.021 0.016 0.284
H 6.77201 3.71662 -3.31930 0.026 -0.002 0.010 0.373
H 5.44022 4.31402 -4.32125 0.018 0.011 0.009 0.341
H 7.56150 4.91733 -5.33498 -0.022 0.001 -0.005 0.372
H 6.70792 3.76516 -6.37423 -0.022 -0.013 -0.008 0.345
H 8.46693 2.30285 -7.29306 -0.042 -0.016 -0.013 0.326
H 7.37864 1.41685 -6.19171 -0.007 -0.003 -0.010 0.283
H 9.14011 1.28865 -6.00219 0.020 0.022 0.004 0.242
C 7.69583 -6.98549 7.99345 -0.020 0.002 0.004 -0.716
O 6.62460 -6.96699 7.06944 0.067 -0.029 -0.017 -0.378
C 6.85919 -6.13661 5.94426 -0.168 -0.021 0.073 -0.608
C 7.26615 -6.93605 4.72772 0.143 0.043 -0.128 -0.259
O 8.52642 -7.56238 4.90289 -0.035 -0.031 0.073 -0.393
C 8.43420 -8.93873 5.22073 0.030 0.018 -0.031 -0.695
H 7.50067 -7.78782 8.70286 -0.032 0.009 0.005 0.240
H 8.65216 -7.17204 7.49885 0.007 0.005 0.002 0.322
H 7.75405 -6.03839 8.54115 0.035 0.007 -0.011 0.316
H 7.62461 -5.38823 6.17203 0.027 0.003 -0.005 0.344
H 5.92501 -5.61029 5.72448 0.017 0.008 -0.016 0.367
H 7.35454 -6.25707 3.87330 -0.030 0.001 0.004 0.301
H 6.49754 -7.67857 4.49071 -0.030 -0.003 0.023 0.282
H 8.12611 -9.51992 4.34459 -0.040 -0.015 0.022 0.294
H 7.72992 -9.11777 6.03646 -0.010 -0.010 -0.001 0.325
H 9.42528 -9.26916 5.52705 0.014 0.014 -0.022 0.241
C 1.99340 5.65811 0.76683 -0.009 -0.032 -0.030 -0.912
O 3.14763 5.76168 -0.04754 -0.002 0.043 0.065 -0.237
C 3.37232 7.06737 -0.55180 0.031 -0.155 -0.105 -0.559
C 4.45077 7.79195 0.22115 -0.022 0.161 0.066 -0.533
O 4.05885 8.05132 1.55845 -0.021 -0.076 -0.002 -0.377
C 4.60999 7.14611 2.49674 -0.006 0.040 0.006 -0.668
H 2.02581 4.68599 1.25600 0.005 -0.021 -0.034 0.229
H 1.96602 6.44128 1.52822 0.001 0.005 0.003 0.480
H 1.08251 5.71395 0.16036 -0.014 0.023 0.018 0.325
H 2.44588 7.64975 -0.53767 -0.009 0.022 0.020 0.354
H 3.69239 6.96678 -1.59413 -0.005 0.023 0.001 0.375
H 4.64226 8.75711 -0.25820 0.007 -0.016 -0.014 0.369
H 5.37926 7.21283 0.19827 0.007 -0.026 -0.005 0.324
H 5.67867 7.33915 2.64096 0.011 -0.042 -0.015 0.327
H 4.47024 6.10822 2.18547 0.009 -0.008 0.001 0.258
H 4.09641 7.30574 3.44321 0.000 0.030 -0.002 0.246
```
Positions in Å, forces in eV/Å.

Properties
ΔE to the lowest compared entry with this formula, charge and spin: 0.0 kcal per mole
Structure (SMILES): C#Cc1c(/C(Cl)=C(/C)Cl)c(OCCCC)c2nc([PH2]=S)c(CCCN)nc2c1OCC.COCCOC.COCCOC.COCCOC.COCCOC.COCCOC.COCCOC
Lowest unoccupied orbital energy: -0.88 eV
Orbital gap: 7.852 eV
Electronic energy: -127423.6053 eV
HOMO: -0.321 hartree